{"formula": "CaH14N2O13", "method": "ωB97M-V/def2-TZVPD", "total_charge": 0, "de_lowest_kj_mol": 326.2, "species": ["H", "H", "O", "H", "H", "O", "N", "H", "H", "O", "O", "O", "H", "H", "N", "O", "O", "H", "O", "H", "H", "O", "H", "H", "H", "O", "O", "O", "Ca", "O"], "positions_angstrom": [[0.908, 2.399, -2.974], [0.562, -1.595, 4.339], [-0.243, 0.367, 1.232], [1.714, -0.529, -3.518], [1.212, -0.444, -2.072], [1.103, -1.192, 0.479], [0.231, -0.333, 0.286], [0.640, -3.965, -2.062], [3.513, -0.245, 0.790], [-0.156, -0.184, -0.899], [-4.320, 2.398, 3.371], [1.951, -0.770, -2.616], [1.291, 1.480, -1.823], [0.973, -1.675, 2.848], [-3.630, 1.469, 2.927], [-4.123, 0.357, 2.642], [-2.052, 2.184, -0.486], [4.921, -0.423, 0.229], [0.620, -1.069, 3.527], [-1.187, 2.599, -0.409], [-2.041, 1.474, 0.170], [1.438, 2.368, -2.171], [-1.478, 0.217, -2.862], [0.571, -3.209, -0.737], [-2.699, -0.203, -2.070], [-2.343, -0.190, -2.963], [4.009, -0.712, 0.111], [1.134, -3.354, -1.504], [-0.165, 1.153, 3.443], [-2.355, 1.625, 2.771]], "forces_ev_per_a": [[0.02, 0.03, 0.05], [0.06, -0.05, -0.22], [0.04, 0.64, 0.51], [0.07, -0.05, 0.04], [0.20, -0.77, -0.17], [-0.46, 0.53, 1.52], [1.01, -1.32, -2.55], [0.03, 0.09, 0.04], [-0.07, -0.07, -0.12], [-0.42, 0.82, 2.00], [1.40, -0.83, -0.62], [-0.06, 0.58, -0.23], [0.15, 0.04, -0.12], [-0.19, 0.54, -0.38], [-2.51, -0.87, 0.56], [1.05, 1.44, 0.22], [-0.17, 0.08, 0.10], [-0.08, -0.02, -0.08], [0.12, -0.20, 0.86], [0.01, -0.12, -0.11], [0.09, 0.15, -0.06], [-0.16, 0.15, 0.13], [-0.06, 0.02, 0.16], [0.05, 0.15, -0.06], [0.07, 0.14, -0.01], [-0.10, -0.14, -0.21], [0.24, 0.06, 0.22], [-0.12, -0.45, 0.01], [-1.93, -0.65, -2.25], [1.72, 0.11, 0.76]]}